[1]
This record from OMol25 describes a molecular structure, C29H35Ge2MoN3O4. The level of theory is wB97M-V/def2-TZVPD.

Geometry (Å):
1 Mo 0.437 -1.909 1.808
2 O -1.613 -5.531 2.241
3 C -0.857 -4.541 1.942
4 O -0.922 -3.385 2.425
5 C 0.204 -4.776 0.916
6 C 0.542 -5.970 0.299
7 C 1.589 -5.955 -0.621
8 C 2.248 -4.749 -0.897
9 C 1.838 -3.606 -0.237
10 N 0.830 -3.624 0.658
11 C 2.399 -2.211 -0.330
12 O 3.376 -1.841 -1.098
13 O 1.835 -1.339 0.386
14 H -2.297 -5.353 2.920
15 H 0.006 -6.880 0.535
16 H 1.893 -6.867 -1.118
17 H 3.057 -4.731 -1.616
18 H 3.876 -2.537 -1.562
19 C -3.982 -0.027 1.387
20 C -2.526 -0.194 1.846
21 Ge -1.384 -0.749 0.339
22 C -2.186 -2.138 -0.786
23 C -3.144 -1.511 -1.809
24 C -1.116 0.886 -0.665
25 C -0.308 1.720 -1.327
26 Ge 1.619 1.813 -1.578
27 C 2.358 1.302 -3.277
28 C 1.879 2.146 -4.474
29 C 2.734 2.496 -0.154
30 C 3.028 4.011 -0.248
31 C -0.810 2.908 -2.066
32 C 0.063 3.985 -2.237
33 C -0.313 5.139 -2.907
34 C -1.602 5.216 -3.418
35 C -2.490 4.153 -3.258
36 C -2.099 3.003 -2.595
37 H -4.582 0.327 2.226
38 H -4.416 -0.967 1.050
39 H -4.083 0.708 0.590
40 H -2.476 -0.935 2.648
41 H -2.122 0.743 2.236
42 H -2.702 -2.836 -0.122
43 H -1.402 -2.696 -1.305
44 H -3.943 -0.945 -1.334
45 H -3.611 -2.301 -2.397
46 H -2.615 -0.856 -2.499
47 H -2.160 1.235 -0.674
48 H 2.087 0.251 -3.431
49 H 3.444 1.358 -3.168
50 H 0.797 2.121 -4.590
51 H 2.322 1.732 -5.378
52 H 2.204 3.181 -4.392
53 H 3.677 1.944 -0.203
54 H 2.241 2.270 0.795
55 H 3.545 4.272 -1.170
56 H 3.683 4.279 0.578
57 H 2.126 4.613 -0.154
58 H 1.072 3.982 -1.804
59 H 0.376 5.964 -3.019
60 H -1.913 6.103 -3.954
61 H -3.491 4.226 -3.658
62 H -2.793 2.175 -2.520
63 N 2.204 2.944 3.310
64 C 1.695 2.063 3.834
65 C 1.022 0.896 4.325
66 C 0.639 0.669 5.653
67 C -0.040 -0.501 5.977
68 C -0.329 -1.441 4.999
69 N 0.045 -1.213 3.730
70 C 0.697 -0.100 3.426
71 H 0.881 1.398 6.418
72 H -0.343 -0.691 6.998
73 H -0.854 -2.365 5.209
74 H 0.956 0.037 2.348

Computed properties:
Gap between HOMO and LUMO (alpha / beta)   4.58 / 4.22 eV
Total charge   +4
Spin multiplicity   3

=====

[2]
This record from OMol25 describes a molecular structure, C29H35O5TcTe. The level of theory is wB97M-V/def2-TZVPD.

Geometry (Å):
1 C 0.065 -0.533 -4.336
2 C -0.582 -1.607 -3.404
3 C -0.142 0.867 -3.689
4 C -1.273 0.694 -2.690
5 H -0.385 1.625 -4.444
6 H 0.780 1.149 -3.157
7 C -1.173 -0.775 -2.257
8 H 0.207 -2.299 -3.070
9 H -1.370 -2.188 -3.923
10 C -0.151 -0.668 -1.143
11 H -2.110 -1.198 -1.865
12 H -2.232 0.920 -3.169
13 C -1.026 1.486 -1.406
14 C 1.531 -0.725 -4.643
15 C -0.423 -0.567 -5.780
16 O -0.871 0.425 -6.320
17 O 2.326 -1.442 -4.059
18 O 1.867 0.021 -5.715
19 O -0.381 -1.727 -6.482
20 C 0.195 -3.005 -6.067
21 H -0.156 -3.335 -5.076
22 H 1.295 -2.961 -6.089
23 H -0.160 -3.707 -6.829
24 C 3.239 -0.081 -6.103
25 H 3.899 0.215 -5.274
26 H 3.338 0.602 -6.950
27 H 3.463 -1.116 -6.404
28 O -0.212 0.672 -0.591
29 H 0.887 -0.824 -1.518
30 H -0.347 -1.453 -0.386
31 C -2.411 1.787 -0.835
32 C -0.359 2.860 -1.551
33 H -0.772 3.355 -2.429
34 H 0.736 2.828 -1.621
35 H -0.602 3.446 -0.657
36 H -2.368 2.206 0.175
37 H -3.063 0.907 -0.836
38 H -2.853 2.538 -1.502
39 Tc 0.132 -0.583 2.982
40 C -1.453 -1.418 4.251
41 C -2.072 -1.210 2.963
42 C -1.349 -1.983 1.993
43 H -2.923 -0.573 2.739
44 C -0.281 -2.663 2.671
45 C -0.357 -2.331 4.087
46 H 0.260 -2.739 4.883
47 H -1.816 -1.025 5.200
48 H -1.593 -2.067 0.942
49 H 0.438 -3.319 2.192
50 C 2.256 1.043 2.815
51 C 2.143 -0.178 3.606
52 C 2.118 -1.290 2.660
53 H 2.302 -0.275 4.684
54 C 2.224 -0.718 1.322
55 C 2.323 0.688 1.445
56 H 2.536 1.364 0.609
57 H 2.384 2.037 3.226
58 H 2.282 -2.325 2.917
59 H 2.394 -1.285 0.407
60 Te -0.908 1.869 2.724
61 C -0.887 2.029 4.824
62 C -2.087 1.791 5.521
63 C -2.048 1.612 6.907
64 C -0.829 1.707 7.592
65 C 0.348 2.020 6.903
66 C 0.318 2.223 5.520
67 H -3.018 1.707 4.966
68 H -2.966 1.391 7.455
69 H -0.798 1.536 8.670
70 H 1.295 2.099 7.442
71 H 1.223 2.475 4.975

Computed properties:
Gap between HOMO and LUMO (alpha / beta)   3.85 / 5.19 eV
Energy above the lowest of the compared OMol25 structures with the same formula, charge and spin   0.0 kJ/mol
Total charge   -1
Spin multiplicity   4

=====

[3]
This record from OMol25 describes a molecular structure, C29H36Br60ClF5O3PS. The level of theory is wB97M-V/def2-TZVPD.

Geometry (Å):
1 C -2.644 0.924 -2.258
2 C -1.475 1.787 -1.568
3 Cl -1.067 3.120 -2.797
4 C -2.133 2.490 -0.291
5 S -1.160 2.193 1.292
6 C -0.503 0.465 1.290
7 C -0.190 -0.131 2.734
8 C 0.604 0.851 3.711
9 C -0.001 0.908 5.193
10 F -1.402 0.788 5.235
11 F 0.509 -0.248 5.846
12 C 0.428 2.222 6.007
13 F 0.880 1.792 7.275
14 F 1.494 2.911 5.445
15 F -0.688 3.057 6.224
16 C -2.410 2.455 2.636
17 P -3.817 1.207 2.648
18 O -3.452 -0.183 2.149
19 O -4.440 1.217 4.240
20 O -5.047 1.879 1.674
21 H -3.478 1.668 -2.510
22 H -3.088 0.207 -1.487
23 H -2.328 0.422 -3.220
24 H -0.540 1.187 -1.359
25 H -2.203 3.615 -0.400
26 H -3.183 2.077 -0.154
27 H 0.451 0.383 0.659
28 H -1.254 -0.238 0.789
29 H -1.160 -0.546 3.178
30 H 0.466 -1.059 2.557
31 H 1.651 0.401 3.841
32 H 0.780 1.898 3.297
33 H -2.883 3.484 2.425
34 H -1.878 2.577 3.640
35 H -4.208 2.082 4.655
36 H -5.501 1.128 1.229
37 C -1.506 6.937 -0.971
38 Br -0.362 5.786 0.094
39 Br -1.064 6.847 -2.854
40 Br -3.383 6.575 -0.655
41 H -1.318 7.958 -0.647
42 C -6.601 -0.294 -3.857
43 Br -6.451 0.416 -2.057
44 Br -7.883 0.696 -4.917
45 Br -4.877 -0.407 -4.737
46 H -6.978 -1.310 -3.767
47 C 4.339 -1.334 2.588
48 Br 3.344 -0.025 1.551
49 Br 3.913 -1.225 4.476
50 Br 4.114 -3.129 1.896
51 H 5.392 -1.084 2.485
52 C 2.553 -7.303 2.036
53 Br 0.635 -7.330 2.319
54 Br 3.020 -6.510 0.329
55 Br 3.482 -6.442 3.503
56 H 2.887 -8.337 2.010
57 C 2.618 0.588 10.581
58 Br 2.495 2.244 11.580
59 Br 4.440 -0.069 10.497
60 Br 1.398 -0.757 11.260
61 H 2.312 0.808 9.561
62 C -3.351 -4.343 -5.231
63 Br -5.276 -4.409 -5.005
64 Br -2.845 -3.532 -6.918
65 Br -2.480 -3.478 -3.729
66 H -2.997 -5.371 -5.254
67 C -1.205 6.246 7.500
68 Br -3.129 6.180 7.734
69 Br -0.715 7.033 5.797
70 Br -0.328 7.134 8.982
71 H -0.851 5.218 7.490
72 C 4.954 -2.854 -2.502
73 Br 4.130 -1.506 -1.377
74 Br 6.431 -3.734 -1.608
75 Br 3.651 -4.127 -3.164
76 H 5.365 -2.340 -3.367
77 C 0.532 -4.208 4.782
78 Br -1.387 -4.261 5.047
79 Br 1.001 -3.421 3.070
80 Br 1.436 -3.331 6.253
81 H 0.880 -5.239 4.762
82 C 6.854 2.684 9.185
83 Br 7.031 3.414 10.971
84 Br 5.556 3.665 8.130
85 Br 8.566 2.558 8.284
86 H 6.475 1.670 9.292
87 C -8.044 -2.553 -7.562
88 Br -8.224 -2.714 -5.635
89 Br -8.861 -0.926 -8.224
90 Br -6.202 -2.714 -8.135
91 H -8.588 -3.386 -8.001
92 C 11.831 1.881 10.197
93 Br 13.330 1.641 8.991
94 Br 12.016 0.805 11.799
95 Br 11.534 3.749 10.616
96 H 10.944 1.527 9.677
97 C 3.332 -5.365 -7.328
98 Br 3.780 -3.546 -6.829
99 Br 1.691 -5.959 -6.483
100 Br 3.274 -5.591 -9.252
101 H 4.130 -6.003 -6.956
102 C 12.846 -2.964 10.839
103 Br 13.999 -4.092 11.914
104 Br 13.274 -3.086 8.952
105 Br 10.971 -3.323 11.176
106 H 13.033 -1.937 11.142
107 C -6.885 3.293 -8.309
108 Br -5.745 2.157 -7.229
109 Br -6.433 3.188 -10.190
110 Br -8.766 2.930 -7.999
111 H -6.704 4.318 -7.994
112 C 2.324 6.018 -5.226
113 Br 2.196 7.659 -4.198
114 Br 4.146 5.362 -5.309
115 Br 1.097 4.660 -4.579
116 H 2.025 6.257 -6.244
117 C -11.931 1.315 -5.442
118 Br -13.455 2.015 -6.413
119 Br -11.852 2.003 -3.631
120 Br -11.882 -0.622 -5.478
121 H -11.038 1.665 -5.955
122 C -7.329 5.258 2.302
123 Br -6.167 4.116 3.355
124 Br -6.896 5.175 0.415
125 Br -9.200 4.880 2.628
126 H -7.149 6.280 2.627
127 C 4.930 -5.139 -12.841
128 Br 6.153 -6.587 -13.249
129 Br 5.415 -3.505 -13.763
130 Br 3.088 -5.638 -13.179
131 H 5.016 -4.941 -11.775
132 C 0.956 -7.973 -15.783
133 Br 2.821 -8.479 -15.633
134 Br -0.016 -8.313 -14.141
135 Br 0.754 -6.136 -16.372
136 H 0.516 -8.603 -16.551

Computed properties:
Gap between HOMO and LUMO   8.36 eV
Total charge   +1

=====

[4]
This record from OMol25 describes a molecular structure, C29H36Cl2HgN4O2P2. The level of theory is wB97M-V/def2-TZVPD.

Geometry (Å):
1 Hg -0.484 -3.327 4.144
2 C 1.498 -3.810 3.249
3 C 1.337 -2.431 3.163
4 C 0.949 -1.677 1.902
5 C -0.575 -1.434 1.779
6 C -1.426 -2.586 2.267
7 C -1.163 -3.939 2.082
8 C 0.000 -4.498 1.279
9 C 1.246 -4.811 2.143
10 C -2.337 -3.584 5.047
11 H 2.076 -4.193 4.089
12 H 1.774 -1.833 3.960
13 H 1.322 -2.210 1.024
14 H 1.454 -0.705 1.908
15 H -0.841 -0.556 2.376
16 H -0.829 -1.188 0.736
17 H -2.434 -2.312 2.573
18 H -1.976 -4.632 2.287
19 H 0.259 -3.805 0.474
20 H -0.324 -5.424 0.793
21 H 1.111 -5.790 2.615
22 H 2.134 -4.897 1.498
23 H -2.281 -4.302 5.871
24 H -3.095 -3.924 4.329
25 H -2.661 -2.621 5.463
26 P -1.636 2.436 -2.458
27 P 1.326 2.756 -1.359
28 N -2.379 1.126 -3.342
29 N -2.690 3.772 -2.783
30 N 2.251 1.448 -2.018
31 N 2.556 3.872 -0.819
32 C -0.265 2.826 -3.641
33 C 0.841 3.615 -2.927
34 C -2.375 -0.169 -2.824
35 C -2.750 -1.037 -3.821
36 C -2.994 -0.258 -4.993
37 C -2.753 1.060 -4.679
38 C -3.573 4.238 -1.808
39 C -4.342 5.233 -2.354
40 C -3.930 5.393 -3.713
41 C -2.924 4.492 -3.957
42 C 2.376 0.242 -1.325
43 C 3.225 -0.577 -2.024
44 C 3.646 0.137 -3.188
45 C 3.044 1.370 -3.165
46 C 3.763 4.217 -1.416
47 C 4.238 5.353 -0.800
48 C 3.291 5.734 0.200
49 C 2.271 4.814 0.170
50 H -0.700 3.394 -4.471
51 H 0.157 1.904 -4.052
52 H 1.742 3.703 -3.545
53 H 0.483 4.625 -2.712
54 H -2.102 -0.334 -1.792
55 H -2.859 -2.108 -3.720
56 H -3.332 -0.624 -5.954
57 H -2.827 1.956 -5.276
58 H -3.553 3.806 -0.818
59 H -5.110 5.794 -1.840
60 H -4.326 6.100 -4.429
61 H -2.350 4.310 -4.852
62 H 1.837 0.098 -0.400
63 H 3.509 -1.582 -1.743
64 H 4.312 -0.222 -3.961
65 H 3.101 2.189 -3.866
66 H 4.176 3.616 -2.210
67 H 5.174 5.846 -1.026
68 H 3.365 6.575 0.875
69 H 1.364 4.727 0.750
70 Cl -0.701 -6.272 7.863
71 C 0.405 -5.646 6.615
72 Cl -0.270 -6.051 5.021
73 C 0.644 -4.178 6.851
74 O 1.183 -3.821 7.994
75 O 0.351 -3.229 5.982
76 H 1.375 -6.178 6.706

Computed properties:
Gap between HOMO and LUMO   6.04 eV
Energy above the lowest of the compared OMol25 structures with the same formula, charge and spin   66.9 kJ/mol

=====

[5]
This record from OMol25 describes a molecular structure, C29H36LuN11O5S. The level of theory is wB97M-V/def2-TZVPD.

Geometry (Å):
1 Lu 0.292 -0.174 1.015
2 N -5.966 -5.717 7.571
3 C -5.447 -5.250 6.660
4 C -4.797 -4.650 5.517
5 C -5.166 -5.015 4.227
6 C -4.544 -4.432 3.135
7 C -3.543 -3.498 3.344
8 C -3.161 -3.133 4.626
9 C -3.797 -3.703 5.715
10 N -2.890 -2.900 2.220
11 C -2.643 -3.486 0.991
12 C -1.977 -2.560 0.262
13 N -1.828 -1.402 1.005
14 C -2.385 -1.655 2.172
15 H -5.950 -5.745 4.079
16 H -4.855 -4.693 2.133
17 H -2.368 -2.414 4.785
18 H -3.515 -3.423 6.720
19 H -2.928 -4.498 0.769
20 H -1.578 -2.654 -0.732
21 H -2.461 -0.962 2.993
22 C 2.805 -4.541 7.975
23 C 2.544 -4.007 6.596
24 C 3.610 -3.684 5.752
25 C 3.389 -3.175 4.490
26 C 2.074 -2.978 4.068
27 C 0.990 -3.294 4.884
28 C 1.241 -3.813 6.141
29 S 1.759 -2.293 2.519
30 O 0.385 -2.567 2.158
31 O 1.990 -0.838 2.459
32 N 2.843 -2.937 1.522
33 C 3.763 -2.149 0.671
34 C 3.257 -1.818 -0.748
35 C 1.958 -1.085 -0.640
36 O 1.885 0.175 -0.606
37 O 0.908 -1.757 -0.365
38 H 3.692 -5.172 7.992
39 H 1.959 -5.120 8.343
40 H 2.973 -3.716 8.670
41 H 4.626 -3.849 6.088
42 H 4.222 -2.944 3.840
43 H -0.023 -3.164 4.530
44 H 0.409 -4.085 6.779
45 H 2.541 -3.841 1.176
46 H 4.684 -2.722 0.599
47 H 3.993 -1.231 1.206
48 H 3.114 -2.729 -1.329
49 H 4.002 -1.192 -1.236
50 C -3.650 4.496 0.826
51 N -2.839 3.307 1.043
52 C -2.356 2.857 2.342
53 C -1.548 1.662 1.921
54 O -0.877 0.914 2.665
55 N -1.582 1.491 0.596
56 C -2.325 2.510 0.107
57 N -2.515 2.676 -1.194
58 H -4.257 4.672 1.711
59 H -4.335 4.340 -0.006
60 H -3.031 5.374 0.638
61 H -3.171 2.575 3.011
62 H -1.729 3.599 2.838
63 H -2.114 2.012 -1.834
64 H -3.055 3.438 -1.565
65 C 1.908 6.304 0.541
66 C 2.379 5.773 -0.809
67 C 1.241 5.677 -1.822
68 C 3.190 4.490 -0.674
69 N 2.558 3.444 0.163
70 C 3.137 2.661 1.082
71 N 2.225 1.863 1.580
72 N 1.098 2.168 0.929
73 N 1.281 3.100 0.059
74 H 1.562 7.331 0.433
75 H 2.709 6.304 1.284
76 H 1.077 5.713 0.935
77 H 3.114 6.481 -1.205
78 H 0.498 4.938 -1.520
79 H 1.610 5.406 -2.813
80 H 0.740 6.642 -1.910
81 H 4.136 4.702 -0.177
82 H 3.401 4.041 -1.644
83 H 4.176 2.714 1.358

Computed properties:
Gap between HOMO and LUMO   9.20 eV
Energy above the lowest of the compared OMol25 structures with the same formula, charge and spin   87.0 kJ/mol
Total charge   +2

=====

Going through the records in order, we get E values of -5811.77114 -1850.97775 -157491.79254 -3252.44906 -3738.66238 Eh.